{"formula": "C52H51F3Li2N9O8", "method": "ωB97M-V with the def2-TZVPD basis set", "symbols": ["Li", "Li", "C", "O", "O", "C", "F", "F", "F", "C", "C", "H", "H", "H", "H", "H", "H", "C", "C", "C", "C", "C", "C", "N", "O", "O", "H", "H", "H", "H", "H", "C", "C", "C", "C", "C", "C", "N", "O", "O", "H", "H", "H", "H", "H", "C", "C", "C", "C", "C", "C", "N", "O", "O", "H", "H", "H", "H", "H", "N", "C", "C", "C", "C", "C", "H", "H", "H", "H", "H", "N", "C", "C", "C", "C", "C", "H", "H", "H", "H", "H", "N", "C", "C", "C", "C", "C", "H", "H", "H", "H", "H", "N", "C", "C", "C", "C", "C", "H", "H", "H", "H", "H", "N", "C", "C", "C", "C", "C", "H", "H", "H", "H", "H", "N", "C", "C", "C", "C", "C", "H", "H", "H", "H", "H"], "xyz": [[5.593, -0.213, -3.703], [2.260, -1.795, -8.520], [0.646, -0.273, -1.481], [1.575, 0.346, -0.589], [1.351, -0.491, -2.659], [-0.177, -1.392, -0.867], [0.525, -2.339, -0.138], [-1.097, -0.971, -0.009], [-0.834, -2.087, -1.796], [1.121, 1.142, 0.473], [2.107, 1.127, 1.664], [2.543, 0.146, 1.855], [2.914, 1.806, 1.392], [1.765, 1.650, 2.557], [0.113, 0.919, 0.824], [1.098, 2.168, 0.106], [-0.059, 0.554, -1.563], [6.050, 4.355, 12.543], [5.949, 3.818, 11.226], [6.844, 2.848, 10.845], [8.021, 2.517, 11.599], [8.224, 3.216, 12.784], [7.186, 4.037, 13.287], [9.009, 1.522, 11.083], [9.991, 1.267, 11.764], [8.868, 1.111, 9.963], [5.346, 5.110, 12.860], [5.085, 3.935, 10.588], [6.603, 2.382, 9.902], [9.137, 3.049, 13.336], [7.458, 4.519, 14.215], [-11.160, -2.773, -0.242], [-12.084, -2.829, -1.267], [-11.677, -3.049, -2.592], [-10.323, -3.296, -2.854], [-9.397, -3.115, -1.805], [-9.796, -2.859, -0.521], [-9.855, -3.480, -4.218], [-10.704, -3.719, -5.059], [-8.661, -3.275, -4.451], [-11.436, -2.568, 0.782], [-13.131, -2.751, -1.012], [-12.296, -3.099, -3.476], [-8.320, -3.176, -1.847], [-9.050, -2.724, 0.248], [-3.958, 5.703, -2.210], [-5.002, 5.448, -1.306], [-6.108, 4.722, -1.747], [-6.197, 4.277, -3.106], [-5.152, 4.514, -4.003], [-4.048, 5.271, -3.530], [-7.488, 3.753, -3.620], [-7.463, 3.303, -4.777], [-8.509, 3.786, -2.915], [-3.101, 6.311, -1.962], [-5.039, 5.864, -0.310], [-6.941, 4.658, -1.063], [-5.240, 4.253, -5.047], [-3.315, 5.588, -4.257], [5.522, 4.730, -3.376], [4.482, 5.294, -4.074], [4.154, 6.630, -3.923], [4.915, 7.488, -3.153], [6.001, 6.933, -2.478], [6.307, 5.617, -2.607], [3.804, 4.778, -4.737], [3.277, 6.935, -4.474], [4.733, 8.552, -3.158], [6.685, 7.560, -1.926], [7.204, 5.179, -2.195], [7.720, -2.474, 0.598], [7.326, -3.701, 0.900], [8.006, -4.590, 1.665], [9.174, -4.125, 2.392], [9.504, -2.782, 2.273], [8.799, -2.047, 1.322], [6.466, -3.998, 0.318], [7.747, -5.636, 1.736], [9.797, -4.690, 3.070], [10.334, -2.271, 2.737], [9.186, -1.074, 1.059], [2.359, -3.790, 8.715], [1.105, -3.866, 9.119], [0.072, -4.146, 8.245], [0.358, -4.448, 6.951], [1.660, -4.288, 6.505], [2.642, -3.936, 7.438], [0.888, -3.595, 10.142], [-0.891, -4.258, 8.722], [-0.419, -4.715, 6.250], [1.909, -4.593, 5.499], [3.668, -3.829, 7.118], [1.306, -7.006, -8.842], [1.062, -7.620, -7.649], [0.748, -8.971, -7.556], [0.808, -9.742, -8.699], [1.042, -9.119, -9.943], [1.253, -7.753, -9.957], [1.120, -7.011, -6.758], [0.498, -9.460, -6.626], [0.624, -10.806, -8.688], [0.841, -9.667, -10.852], [1.381, -7.196, -10.873], [-2.625, 3.553, 8.011], [-3.679, 4.406, 8.036], [-4.715, 4.207, 7.120], [-4.634, 3.263, 6.154], [-3.578, 2.403, 6.128], [-2.621, 2.509, 7.162], [-3.750, 5.261, 8.691], [-5.538, 4.904, 7.049], [-5.340, 3.227, 5.337], [-3.420, 1.627, 5.394], [-1.787, 1.830, 7.265], [-1.748, -0.258, -11.060], [-1.604, -0.032, -12.361], [-2.644, 0.439, -13.182], [-3.961, 0.397, -12.694], [-4.121, 0.185, -11.362], [-3.030, -0.214, -10.566], [-0.563, -0.064, -12.648], [-2.597, 0.624, -14.245], [-4.753, 0.737, -13.344], [-5.127, 0.247, -10.975], [-3.109, -0.458, -9.517]], "atomic_forces_ev_per_a": [[-0.4562, 0.1230, 0.5879], [-0.3580, -0.1009, -0.0180], [2.3105, 2.0172, -2.7159], [1.0548, -1.1761, 1.4432], [-1.5759, -0.6387, 1.7414], [1.0857, -2.1587, 0.5409], [0.1563, 0.6709, -0.6210], [-0.7071, 0.8700, 0.5607], [-0.1617, -0.0525, -0.5621], [-0.0697, 0.4883, 0.7778], [0.4890, 0.7295, -0.9259], [-0.3216, 0.0179, 0.1780], [0.5129, -0.3003, -0.2798], [-0.6673, -0.5606, 0.1325], [-0.0630, -0.3710, -0.1447], [-0.2418, 0.3777, -0.0017], [-1.1357, 0.0772, -0.6499], [0.9530, -0.1042, -1.2623], [-0.0419, -0.6048, 2.0413], [1.3266, -0.7332, -0.3718], [-1.6940, 1.0274, -0.2942], [-0.7294, -0.8816, -0.3365], [0.9546, 0.2297, -0.6211], [0.8847, 1.0597, 0.4587], [-0.6920, 0.1978, 0.4005], [-0.7530, -0.3504, -0.7224], [-0.0906, -0.1556, 0.3051], [-0.0450, 0.4795, 0.1055], [0.5343, -0.3636, -0.0447], [-0.0314, 0.0539, 0.1404], [-0.5773, 0.1428, 0.1964], [0.6003, 0.4295, 0.1244], [-0.1415, -0.3222, -0.4662], [1.0384, -0.7218, -0.1656], [0.1541, 1.1598, 2.0392], [0.7013, -0.4163, -0.3649], [-1.0928, -0.0460, 0.0293], [0.5582, 0.7640, -0.6386], [0.4693, -0.1912, 0.1160], [-1.1832, -0.5488, 0.2455], [-0.3933, -0.0935, 0.0080], [-0.1030, 0.1614, -0.2284], [-0.5677, 0.0733, 0.3359], [0.0177, -0.1960, -1.1149], [-0.0481, -0.0509, 0.0717], [-0.4462, -0.0334, -0.3605], [-0.0482, -0.4861, -1.0503], [-0.0786, 0.2784, -1.1031], [0.3471, 0.8788, 1.2855], [0.0408, 0.8311, 1.0428], [-0.9497, -0.6686, -0.1549], [-1.0331, -0.9077, -0.7327], [-0.1062, 0.6853, 1.7033], [2.0285, 0.1135, -0.9152], [-0.0259, 0.0370, 0.3254], [0.2852, -0.0729, 0.0535], [-0.2029, -0.3995, -0.2529], [-0.0421, -0.1048, 0.0845], [0.2321, -0.1535, 0.0787], [0.0998, 1.7361, -0.3827], [1.6348, 0.1631, 2.2047], [-0.3072, 0.3377, -0.3404], [0.1620, -0.5632, -0.1849], [0.2750, 1.2029, -0.0746], [-1.9909, -2.5757, -2.0312], [0.4358, -0.9995, 0.1218], [0.0223, 0.4971, -0.0107], [-0.1398, 0.0084, 0.2700], [-0.0625, 0.1258, 0.1469], [-0.1173, -0.0527, 0.2557], [1.9232, 1.1993, 1.6436], [-0.7378, -0.1092, -1.5893], [2.8258, -0.2517, 2.2931], [-1.4509, 0.4602, -0.5622], [-0.6421, -0.1329, -1.1474], [-0.9000, -0.0589, -1.0862], [-0.2965, -0.3969, 0.1895], [-0.2924, 0.0662, -0.0103], [-0.3224, -0.6607, -0.1475], [0.0882, -0.3769, 0.3047], [-0.2148, 0.2949, 0.0325], [0.9345, 0.7328, 0.8085], [-0.0476, 0.4696, -0.6022], [-0.4374, -0.4256, 1.7528], [0.0689, 0.3507, -1.1706], [0.2865, -0.4971, 0.3319], [-0.8130, -0.6791, -0.8777], [0.1236, -0.2785, 0.2545], [-0.3872, 0.1117, -0.4745], [-0.0789, -0.1749, -0.0057], [0.1527, 0.3752, -0.1513], [0.1956, 0.0224, 0.1297], [-0.0751, -0.5221, 1.1192], [0.0734, 0.1012, -1.4983], [0.4601, -0.1849, -0.0555], [-0.0593, 0.4978, -1.2526], [-0.8296, -0.2683, 0.8974], [0.0125, 0.2638, 0.7700], [-0.0901, 0.1811, -0.0039], [0.0912, 0.2501, 0.2204], [-0.0979, -0.0481, 0.1680], [0.5183, -0.0598, -0.1369], [0.0235, -0.0987, -0.2143], [-0.4875, 0.1952, 0.8708], [0.0487, -1.7654, -1.7001], [-0.1591, 1.7515, 0.8722], [-0.1727, -0.6627, -1.4702], [1.7537, -1.0947, 1.2450], [-0.8675, 1.6594, -0.3445], [0.5768, -0.1489, 0.3424], [-0.1275, 0.1252, 0.3675], [-0.3235, 0.0127, 0.1072], [-0.3032, 0.0073, -0.1699], [0.0671, -0.0824, -0.1234], [-2.0494, -0.7860, 0.7965], [-0.2258, 1.4995, -0.0860], [-0.8103, -1.5924, -0.1019], [1.9078, 1.3911, -0.7498], [-0.2415, -1.1617, 1.6178], [1.1508, 0.7524, -1.3006], [-0.0038, -0.0129, -0.6742], [0.8375, 0.1065, -0.0272], [-0.2279, -0.2216, 0.0912], [0.0446, -0.1220, 0.4534], [-0.2645, 0.1080, 0.0456]], "mulliken_charge": [0.93, 0.98, -0.15, -0.26, -0.91, 0.85, -0.31, -0.28, -0.27, -0.15, -1.17, 0.30, 0.28, 0.36, 0.28, 0.27, 0.23, -0.37, -0.46, -0.23, 0.05, -0.27, -0.37, 0.96, -0.59, -0.57, 0.36, 0.35, 0.36, 0.42, 0.33, -0.31, -0.52, -0.21, 0.04, -0.21, -0.45, 0.93, -0.58, -0.56, 0.36, 0.36, 0.44, 0.35, 0.38, -0.45, -0.36, -0.34, 0.15, -0.31, -0.37, 0.92, -0.57, -0.56, 0.37, 0.37, 0.39, 0.42, 0.34, -0.59, -0.04, -0.26, -0.27, -0.32, -0.20, 0.30, 0.31, 0.38, 0.34, 0.36, -0.60, -0.14, -0.44, -0.21, -0.37, -0.04, 0.37, 0.35, 0.37, 0.35, 0.34, -0.57, -0.11, -0.36, -0.25, -0.32, -0.15, 0.35, 0.35, 0.37, 0.34, 0.36, -0.63, -0.12, -0.37, -0.17, -0.41, -0.07, 0.36, 0.35, 0.36, 0.35, 0.36, -0.55, -0.15, -0.27, -0.25, -0.31, -0.21, 0.34, 0.32, 0.35, 0.36, 0.37, -0.56, -0.12, -0.38, -0.24, -0.33, -0.15, 0.35, 0.33, 0.36, 0.35, 0.39], "total_energy_ha": -3420.692910, "total_charge": 1, "spin_multiplicity": 1, "homo_ev": -8.15, "max_force_ha_per_bohr": 0.0797, "gap_ev": 2.521, "de_lowest_kcal_mol": 281.7}